1.
DFT (ωB97M-V/def2-TZVPD) results for an isolated molecule of C16H20N4O2 at a distorted geometry.

Atoms and positions in Å:
O (-7.7249, 0.0466, 0.5288)
N (-6.8572, 0.8142, 0.1615)
O (-7.0531, 1.9767, -0.1277)
C (-5.5151, 0.3139, 0.0627)
C (-5.2776, -1.0270, 0.3979)
C (-4.0116, -1.5594, 0.3201)
C (-2.9920, -0.7147, -0.0995)
C (-3.2316, 0.6491, -0.4421)
C (-4.5104, 1.1722, -0.3601)
N (-2.0540, 1.2426, -0.8201)
C (-1.1564, 0.3104, -0.7210)
N (-1.6557, -0.8890, -0.2919)
C (-0.7930, -2.0265, -0.1834)
C (0.5312, -1.6249, 0.4898)
N (0.9268, -0.2488, 0.2220)
C (2.3521, -0.0102, 0.3989)
C (3.2255, -0.3744, -0.8102)
C (4.6997, -0.2018, -0.4554)
C (4.9800, 1.2323, -0.0165)
C (4.0921, 1.6163, 1.1640)
C (2.6196, 1.4419, 0.8022)
C (0.3091, 0.3574, -0.9450)
H (-6.1141, -1.6287, 0.7173)
H (-3.8241, -2.5908, 0.5755)
H (-4.7256, 2.1980, -0.6107)
H (-0.5925, -2.4127, -1.1918)
H (-1.2840, -2.8131, 0.3922)
H (0.4249, -1.7177, 1.5779)
H (1.2980, -2.3460, 0.1664)
H (2.6526, -0.6432, 1.2429)
H (3.0358, -1.4067, -1.1160)
H (2.9786, 0.2788, -1.6495)
H (5.3197, -0.4549, -1.3181)
H (4.9600, -0.8867, 0.3553)
H (6.0311, 1.3360, 0.2592)
H (4.7848, 1.9099, -0.8507)
H (4.2810, 2.6529, 1.4487)
H (4.3346, 0.9845, 2.0215)
H (2.3766, 2.1136, -0.0222)
H (1.9821, 1.7016, 1.6479)
H (0.6283, 1.3939, -1.0301)
H (0.5488, -0.1656, -1.8905)

Calculated values
multiplicity	1
E_tot	-991.132392	Eh
gap between HOMO and LUMO	0.321	Ha
structure (SMILES)	O=[N+]([O-])c1ccc2c(c1)nc1n2CCN(C2CCCCC2)C1
M	300.362	u
energy relative to the best compared isomer or geometry (same formula, charge and spin)	84.8	kcal/mol
HOMO	-8.8	eV
lowest unoccupied orbital energy	-0.05	eV

---

2.
DFT (ωB97M-V/def2-TZVPD) results for a cluster of 2 separate species, C16H20N4O3 in total at a distorted geometry.

Atoms and positions in Å:
H (-2.9059, 2.7488, 1.8998)
N (-2.1536, 2.0776, 1.7956)
C (-1.9129, 1.3024, 2.7965)
N (-2.7357, 1.5224, 3.8571)
C (-0.8576, 0.2850, 2.8121)
C (-0.4029, -0.2955, 4.0111)
C (0.6254, -1.2458, 4.0000)
C (1.2259, -1.6288, 2.7945)
C (2.2744, -2.5592, 2.7709)
C (2.8636, -2.9255, 1.5588)
O (3.8888, -3.8250, 1.5364)
C (2.4033, -2.3731, 0.3648)
C (1.3578, -1.4456, 0.3731)
C (0.7709, -1.0645, 1.5860)
C (-0.2638, -0.1255, 1.6085)
H (-3.5965, 2.0143, 3.6554)
H (-2.7569, 0.7830, 4.5495)
H (-0.8261, 0.0022, 4.9654)
H (0.9655, -1.6773, 4.9356)
H (2.6298, -2.9915, 3.6992)
H (4.0737, -4.1315, 2.4377)
H (2.8638, -2.6764, -0.5691)
H (1.0017, -1.0251, -0.5622)
H (-0.6191, 0.2930, 0.6749)
C (0.3640, 3.2073, -1.3134)
N (-0.8081, 2.3976, -0.9885)
C (-1.3486, 1.4221, -1.7207)
O (-2.3194, 0.8139, -1.2915)
C (-0.7394, 1.0324, -3.0757)
N (-1.2767, -0.2437, -3.5641)
C (-0.8230, -0.9713, -4.5822)
C (0.3739, -0.4817, -5.3747)
O (-1.3537, -2.0286, -4.8829)
H (1.2511, 2.5753, -1.3818)
H (0.2119, 3.7321, -2.2576)
H (0.5241, 3.9453, -0.5251)
H (-1.2452, 2.5247, -0.0780)
H (0.3407, 0.9513, -2.9574)
H (-0.9603, 1.8230, -3.7928)
H (-2.0734, -0.6189, -3.0653)
H (1.2493, -0.4562, -4.7290)
H (0.1670, 0.5097, -5.7724)
H (0.5520, -1.1727, -6.1983)

Calculated values
multiplicity	1
E_tot	-1066.481485	Eh
gap between HOMO and LUMO	0.303	Ha
structure (SMILES)	[H]/N=C(\N)c1ccc2cc(O)ccc2c1.CNC(=O)CNC(C)=O
M	316.361	u
energy relative to the best compared isomer or geometry (same formula, charge and spin)	12.2	kcal/mol
HOMO	-8.1	eV
lowest unoccupied orbital energy	0.14	eV

---

3.
DFT (ωB97M-V/def2-TZVPD) results for an isolated molecule of C16H20N4OS.

Atoms and positions in Å:
O (-3.3518, -2.5212, -0.4245)
C (-2.6374, -1.5615, -0.2295)
C (-1.1200, -1.6949, -0.2808)
S (-0.2806, -0.1900, -0.8901)
C (1.3152, -0.5181, -0.3040)
N (1.6360, -1.5968, 0.3885)
N (2.9485, -1.4278, 0.6238)
C (3.3701, -0.2654, 0.0713)
C (4.7202, 0.2543, 0.1184)
C (5.7581, -0.4347, 0.7447)
C (7.0315, 0.1028, 0.7630)
C (7.2833, 1.3252, 0.1615)
C (6.2551, 2.0140, -0.4629)
C (4.9802, 1.4845, -0.4864)
N (2.3452, 0.3231, -0.5192)
N (-3.0868, -0.3389, 0.0997)
C (-4.4930, 0.0018, 0.1605)
C (-4.8226, 0.6617, 1.4996)
C (-6.3063, 1.0121, 1.5661)
C (-6.6909, 1.9338, 0.4128)
C (-6.3591, 1.2784, -0.9243)
C (-4.8758, 0.9287, -0.9953)
H (-0.7342, -1.8919, 0.7204)
H (-0.8571, -2.5312, -0.9276)
H (3.4552, -2.1266, 1.1417)
H (5.5796, -1.3897, 1.2173)
H (7.8319, -0.4353, 1.2489)
H (8.2804, 1.7389, 0.1797)
H (6.4504, 2.9664, -0.9325)
H (4.1643, 2.0008, -0.9665)
H (-2.4250, 0.4184, 0.1874)
H (-5.0358, -0.9446, 0.0677)
H (-4.5580, -0.0139, 2.3151)
H (-4.2268, 1.5721, 1.6059)
H (-6.8955, 0.0947, 1.5086)
H (-6.5284, 1.4945, 2.5200)
H (-7.7573, 2.1619, 0.4602)
H (-6.1431, 2.8748, 0.5017)
H (-6.9495, 0.3669, -1.0377)
H (-6.6186, 1.9505, -1.7444)
H (-4.6478, 0.4382, -1.9432)
H (-4.2788, 1.8424, -0.9348)

Calculated values
multiplicity	1
E_tot	-1314.192320	Eh
gap between HOMO and LUMO	0.328	Ha
structure (SMILES)	O=C(CSc1n[nH]c(-c2ccccc2)n1)NC1CCCCC1
M	316.430	u
energy relative to the best compared isomer or geometry (same formula, charge and spin)	0.0	kcal/mol
HOMO	-8.5	eV
lowest unoccupied orbital energy	0.38	eV

---

4.
DFT (ωB97M-V/def2-TZVPD) results for a structure of composition C16H20N4OS5SbSn.

Atoms and positions in Å:
Sn (-0.2943, 0.9981, 0.8974)
C (-0.4442, 1.0758, -2.3407)
C (-0.3608, 2.5089, -1.8995)
C (-0.2312, 3.5514, -2.8422)
C (-0.1356, 4.8361, -2.4062)
C (-0.1819, 5.1305, -1.0244)
C (-0.0750, 6.4486, -0.5307)
C (-0.1149, 6.6592, 0.8171)
C (-0.2681, 5.5827, 1.7096)
C (-0.3814, 4.2794, 1.2763)
S (-0.5843, 2.9857, 2.4459)
C (-0.3286, 4.0484, -0.1308)
N (-0.4013, 2.7633, -0.6074)
H (-0.5447, 1.0043, -3.4216)
H (-1.2989, 0.5816, -1.8755)
H (0.4566, 0.5296, -2.0453)
H (-0.2040, 3.3095, -3.8955)
H (-0.0219, 5.6514, -3.1112)
H (0.0416, 7.2674, -1.2293)
H (-0.0280, 7.6627, 1.2133)
H (-0.2983, 5.7710, 2.7750)
S (4.4003, 4.5700, 3.2426)
Sb (4.9268, 3.7142, 1.2915)
S (3.8809, 1.3294, 1.3358)
S (2.7092, 2.6378, 0.4402)
O (-4.7022, 0.4883, 0.5894)
C (-3.5297, 0.6394, 0.5677)
N (-2.3496, 0.7818, 0.5339)
C (1.3686, -5.0055, -2.0243)
C (1.8726, -4.4094, -0.7194)
N (0.8975, -4.4913, 0.3600)
C (-0.1122, -3.6188, 0.5351)
S (-0.3633, -2.2732, -0.4385)
N (-0.9417, -3.8508, 1.5827)
C (-1.0066, -5.0591, 2.3875)
C (-1.7720, -6.1930, 1.7138)
H (2.1352, -4.9230, -2.7963)
H (0.4806, -4.4717, -2.3600)
H (1.1202, -6.0616, -1.9028)
H (2.1254, -3.3592, -0.8529)
H (2.7654, -4.9341, -0.3763)
H (0.9085, -5.3280, 0.9169)
H (-1.7359, -3.2315, 1.5950)
H (-1.4799, -4.7872, 3.3304)
H (0.0064, -5.3739, 2.6470)
H (-2.8023, -5.8947, 1.5197)
H (-1.7859, -7.0799, 2.3487)
H (-1.3172, -6.4605, 0.7585)

Calculated values
⟨S²⟩	0.756
multiplicity	2
E_tot	-3361.549915	Eh
gap between HOMO and LUMO (spin up / spin down)	0.241 / 0.187	Ha
M	685.169	u
energy relative to the best compared isomer or geometry (same formula, charge and spin)	10.9	kcal/mol
HOMO (spin up / spin down)	-7.4 / -7.4	eV
lowest unoccupied orbital energy (spin up / spin down)	-0.88 / -2.35	eV

---

5.
DFT (ωB97M-V/def2-TZVPD) results for a structure of composition C16H20N6O3S2 at a distorted geometry.

Atoms and positions in Å:
C (-1.7186, -4.6156, -1.0962)
H (-1.7470, -5.4920, -0.5408)
O (-2.3875, -3.4963, -0.6537)
C (-2.4155, -2.4153, -1.3787)
C (-3.2551, -1.5007, -0.7641)
H (-4.3450, -1.7939, -0.4092)
H (-3.4177, -0.5491, -1.0580)
C (-2.6945, -0.9845, 0.6367)
N (-1.5164, -0.2119, 0.5527)
C (-0.1579, -0.7812, 0.7095)
N (0.6313, 0.4099, 0.5772)
N (-0.0838, 1.4533, 0.2801)
C (-1.2446, 0.9275, 0.3201)
C (-2.2517, 2.2224, 0.3563)
C (-2.0156, 3.4723, 0.1649)
O (-3.2235, 4.1495, 0.3252)
C (-4.1284, 3.1339, 0.2133)
C (-3.7322, 1.9723, 0.3117)
H (-4.1910, 1.2491, 0.1458)
H (-5.1888, 3.7338, 0.2027)
C (-0.7746, 4.2333, 0.2600)
H (-0.0429, 3.6372, 0.7269)
H (-0.7896, 5.1287, 1.1678)
H (-0.5931, 4.7681, -0.4334)
S (0.1858, -2.2223, 0.8092)
C (2.0645, -2.1377, 1.2405)
C (2.2357, -1.2236, 2.2261)
O (1.6935, -0.7694, 3.2539)
N (3.1185, -0.1529, 2.0044)
C (3.8979, 0.0338, 0.7928)
N (4.0417, -0.6712, -0.2790)
N (4.7149, -0.3454, -1.3725)
C (5.1924, 0.9220, -1.0944)
C (5.9637, 1.4805, -2.1243)
H (5.4311, 2.4334, -2.4433)
H (6.9696, 2.1214, -1.6152)
H (6.2115, 0.9608, -3.1187)
S (4.6517, 1.6383, 0.6742)
H (3.2273, 0.6981, 2.5668)
H (2.2385, -2.9699, 1.7580)
H (2.5166, -2.0388, 0.4422)
H (-3.5197, -0.3779, 1.6188)
H (-2.5249, -1.9895, 1.2874)
H (-2.9286, -2.6648, -2.3392)
H (-1.5266, -2.0039, -1.5274)
H (-0.5529, -4.4033, -1.2213)
H (-2.0181, -4.9686, -2.1557)

Calculated values
multiplicity	1
E_tot	-1971.664625	Eh
gap between HOMO and LUMO	0.275	Ha
M	408.509	u
energy relative to the best compared isomer or geometry (same formula, charge and spin)	450.4	kcal/mol
HOMO	-7.4	eV
lowest unoccupied orbital energy	0.05	eV

---

6.
DFT (ωB97M-V/def2-TZVPD) results for the ion C16H21 with charge +1 at a distorted geometry.

Atoms and positions in Å:
C (-2.2902, -1.5417, 0.8447)
C (-0.8036, -1.1677, 0.9114)
C (-0.4222, -0.3760, -0.3777)
C (-0.8105, -1.1165, -1.6635)
C (-1.4805, -2.2814, -1.9293)
C (-2.1663, -3.1816, -1.1476)
C (-2.5244, -3.0245, 0.2577)
H (-2.6831, -1.5654, 1.8745)
H (-2.9241, -0.8447, 0.2731)
H (-0.6642, -0.4422, 1.7480)
H (-0.2062, -2.0856, 1.0909)
H (-1.0418, 0.4824, -0.1156)
H (-0.4066, -0.7066, -2.6117)
H (-1.4772, -2.5616, -2.9820)
H (-2.5138, -4.1218, -1.5816)
H (-1.9402, -3.7299, 0.9324)
H (-3.6179, -3.2863, 0.3977)
C (1.6993, -0.2745, -1.2891)
C (0.6017, 0.5395, -0.6767)
C (-0.0486, 1.5681, -1.8263)
C (1.1724, 1.4458, 0.4782)
C (0.6621, 2.7138, 0.8296)
C (1.3434, 3.5501, 1.7467)
C (2.4031, 3.0067, 2.5026)
C (2.8551, 1.6993, 2.2444)
C (2.1829, 0.9101, 1.2828)
H (2.6291, 0.2606, -1.2721)
H (1.7793, -1.2286, -0.7597)
H (1.4494, -0.4985, -2.3291)
H (-0.0936, 2.6209, -1.5117)
H (0.5456, 1.4612, -2.7400)
H (-1.1023, 1.2438, -2.0309)
H (-0.1861, 3.1422, 0.2850)
H (1.0128, 4.5860, 1.8958)
H (2.8116, 3.5938, 3.3535)
H (3.6854, 1.2941, 2.8203)
H (2.5704, -0.0833, 1.0755)

Calculated values
charge	+1
multiplicity	1
E_tot	-621.879175	Eh
gap between HOMO and LUMO	0.207	Ha
M	213.344	u
energy relative to the best compared isomer or geometry (same formula, charge and spin)	51.7	kcal/mol
HOMO	-11.9	eV
lowest unoccupied orbital energy	-6.30	eV